[1]
Computed, not measured: a molecular structure, C39H49Cl2F3N4O9PS2, with ωB97M-V/def2-TZVPD.

Each line ends with the Löwdin charge.
Positions of all 109 atoms, in Å:
C  -3.0141  -1.1491  4.1885  0.09
C  -3.0342  -0.4569  3.1843  -0.12
C  -3.0187  0.1997  1.7988  -0.20
C  -2.1958  -0.2183  0.5412  -0.26
P  -2.3099  1.5379  -0.3511  1.06
C  -3.9818  2.4320  -0.0923  -0.25
O  -2.3294  1.4275  -2.0656  -0.32
C  -2.8307  -1.5044  -0.1612  -0.22
C  -4.2506  -1.5717  -0.8451  -0.11
C  -5.1983  -0.3470  -1.0014  -0.20
C  -6.6218  -0.9505  -1.5099  -0.20
C  -7.4962  -1.5400  -0.3289  -0.22
S  -7.9630  -0.3421  0.9788  0.69
O  -6.8476  -0.3483  1.9662  -0.34
O  -9.1515  -0.8112  1.7140  -0.29
O  -8.0969  1.2171  0.4466  -0.16
C  -2.8327  -2.9447  0.5652  -0.21
N  -3.6896  -3.0751  1.7702  -0.11
C  -4.6436  -4.2406  1.6619  -0.11
C  -1.5780  -1.7760  -1.2306  -0.17
C  -1.7132  -3.0109  -2.1870  -0.52
Cl  -1.3652  -4.7624  -1.7778  0.67
C  -2.2235  -2.9063  -3.4869  -0.63
C  -2.7662  -1.6128  -4.1667  -0.12
Cl  -2.4022  -4.3573  -4.5752  0.63
N  -0.2110  -1.2515  -0.7552  -0.10
C  0.4690  -0.6292  -1.9381  -0.17
C  0.1984  -0.5761  -3.3161  0.10
S  1.0187  -2.5644  -0.5821  0.85
O  0.6205  -3.6969  0.2514  -0.27
O  1.2761  -3.1701  -1.9166  -0.26
C  2.7542  -2.1426  -0.1213  -0.48
F  3.7212  -2.6181  -1.0149  0.12
F  3.0579  -2.8544  1.0512  0.10
F  3.1128  -0.8499  0.1250  0.10
C  -0.5118  -0.3778  0.4920  -0.28
N  0.2204  -1.0847  1.5252  -0.02
C  -0.2596  -1.7888  2.6743  -0.25
C  0.8527  -2.7742  3.3218  -0.06
N  -0.0724  1.0126  0.6674  -0.15
C  0.0693  1.4653  2.1043  -0.02
C  1.0328  1.6960  0.0555  -0.43
C  0.8131  2.5971  -1.2605  0.01
O  2.1798  1.8645  0.4908  0.04
H  -3.1127  -1.7694  5.1200  0.08
H  -2.7602  1.2904  2.0567  0.10
H  -4.1215  0.2474  1.5035  0.11
H  -4.4237  2.3385  0.9335  0.05
H  -4.7104  2.2703  -0.9441  0.03
H  -3.6862  3.5338  -0.1896  0.06
H  -3.0513  0.8578  -2.3981  0.02
H  -4.1554  -1.9833  -1.9105  0.11
H  -4.9019  -2.3709  -0.3543  0.11
H  -4.9468  0.3985  -1.8313  0.10
H  -5.4862  0.2566  -0.1006  0.07
H  -7.2164  -0.1862  -2.0987  0.12
H  -6.4096  -1.8188  -2.2219  0.13
H  -7.0339  -2.4758  0.1168  0.12
H  -8.4759  -1.8963  -0.7972  0.13
H  -7.7528  1.3142  -0.4670  0.08
H  -3.2788  -3.7214  -0.1466  0.10
H  -1.8062  -3.3414  0.8160  0.10
H  -3.0789  -3.3636  2.5491  0.08
H  -5.2196  -4.2463  0.6937  0.07
H  -4.0661  -5.2094  1.7950  0.09
H  -5.3610  -4.1657  2.5367  0.10
H  -1.9497  -0.9545  -1.9323  0.11
H  -2.3531  -0.6222  -3.8476  0.05
H  -2.6932  -1.6917  -5.3004  0.10
H  -3.8914  -1.5758  -3.9570  0.09
H  1.5079  -0.1961  -1.7244  0.15
H  -0.0699  0.4403  -3.7569  0.11
H  0.2979  -1.4358  -4.0430  0.12
H  1.1977  -0.8309  1.6679  0.12
H  -1.1963  -2.4035  2.6608  0.09
H  -0.4175  -1.0414  3.5306  0.11
H  0.8334  -3.8041  2.8705  0.07
H  1.8523  -2.2525  3.2766  0.08
H  0.6087  -2.8972  4.4268  0.09
H  -0.7218  1.0965  2.8047  0.09
H  1.0441  1.1115  2.5805  0.12
H  0.0233  2.5997  2.1057  0.13
H  1.6633  3.3066  -1.4460  0.10
H  -0.0896  3.2524  -1.0002  0.08
H  0.5165  2.0067  -2.1685  0.05
C  10.2847  5.4221  2.0465  -0.05
C  11.0876  5.0834  0.9601  -0.05
C  10.5771  4.2976  -0.0643  0.00
C  9.2643  3.8368  -0.0005  -0.08
C  8.4672  4.1562  1.1003  -0.09
C  8.9778  4.9596  2.1177  0.00
C  7.0841  3.6323  1.2057  -0.28
O  6.3866  3.9128  2.1628  0.10
C  6.5668  2.7528  0.1287  -0.08
C  5.2901  2.2061  0.2406  0.01
C  4.7920  1.3927  -0.7676  -0.08
C  5.5639  1.1291  -1.8973  -0.05
C  6.8386  1.6672  -2.0105  0.00
C  7.3468  2.4724  -0.9936  -0.08
C  8.7233  3.0133  -1.1081  -0.28
O  9.3990  2.7798  -2.0924  0.11
H  10.6819  6.0435  2.8415  0.11
H  12.1122  5.4351  0.9119  0.11
H  11.2050  4.0412  -0.9103  0.12
H  8.3589  5.2218  2.9685  0.12
H  4.6832  2.4100  1.1156  0.11
H  3.8059  0.9675  -0.6759  0.05
H  5.1713  0.4988  -2.6887  0.10
H  7.4372  1.4551  -2.8896  0.12

* total charge: +1
* highest occupied orbital energy: -10.99 eV

***

[2]
Computed, not measured: a molecular structure, C39H49Cl4CsN4O4Si, with ωB97M-V/def2-TZVPD.

Each line ends with the Löwdin charge.
Positions of all 102 atoms, in Å:
Cs  -0.2738  0.0805  -0.6325  1.22
C  1.2853  -6.5849  -5.3731  -0.08
C  1.0809  -5.3829  -4.4886  -0.30
C  -0.1674  -5.0224  -4.0118  -0.02
C  -0.3408  -3.9464  -3.1433  -0.14
C  -1.6412  -3.5102  -2.6751  -0.02
N  -1.9116  -3.1589  -1.4717  0.07
C  -1.0807  -3.4055  -0.2981  -0.16
C  -1.9976  -3.8328  0.8522  -0.15
C  -1.4893  -3.3740  2.2070  -0.23
N  -0.2666  -4.0706  2.6024  -0.03
C  0.4242  -3.5982  3.7235  -0.10
C  1.0811  -2.3719  3.8783  -0.16
C  1.5680  -2.0361  5.1683  -0.04
C  2.3077  -0.9007  5.4362  -0.32
C  2.7927  -0.5951  6.8315  -0.09
C  2.6422  -0.0703  4.3662  -0.04
C  2.2344  -0.3563  3.0645  -0.17
C  2.7541  0.4859  1.9701  -0.16
N  3.2887  0.1191  0.8767  0.06
C  3.4067  -1.3023  0.6317  -0.25
C  4.6277  -1.6249  -0.2232  -0.18
C  4.5278  -1.2017  -1.6950  -0.25
N  3.2775  -1.6713  -2.2384  0.05
C  3.2634  -2.7517  -2.8919  -0.13
C  2.0517  -3.4674  -3.2987  -0.12
C  2.1681  -4.5940  -4.0864  -0.02
C  0.7483  -3.0479  -2.8194  -0.36
O  0.5472  -1.9823  -2.2012  -0.25
C  1.3308  -1.4331  2.7784  -0.38
O  0.7668  -1.5469  1.6520  -0.18
H  0.3258  -7.0074  -5.6766  0.06
H  1.8465  -7.3767  -4.8674  0.07
H  1.8356  -6.3301  -6.2829  0.07
H  -1.0374  -5.6115  -4.2928  0.11
H  -2.4584  -3.3576  -3.3791  0.11
H  -2.7059  -2.4291  -1.2701  0.07
H  -0.5584  -2.5019  0.0014  0.03
H  -0.3164  -4.1422  -0.5410  0.13
H  -2.1594  -4.9173  0.8403  0.11
H  -2.9749  -3.3657  0.6983  0.11
H  -2.2807  -3.5144  2.9606  0.11
H  -1.2581  -2.3114  2.1593  0.09
H  -0.4544  -5.0585  2.7027  0.11
H  0.4844  -4.2893  4.5634  0.09
H  1.3217  -2.7095  5.9868  0.10
H  2.2054  -1.1352  7.5768  0.06
H  2.7114  0.4717  7.0536  0.06
H  3.8414  -0.8780  6.9719  0.06
H  3.2636  0.8044  4.5463  0.11
H  2.7337  1.5677  2.1426  0.10
H  2.4962  -1.6621  0.1447  0.10
H  3.4850  -1.8584  1.5776  0.12
H  4.7654  -2.7122  -0.2007  0.10
H  5.5195  -1.1745  0.2250  0.10
H  5.3989  -1.6002  -2.2444  0.09
H  4.5469  -0.1124  -1.7608  0.10
H  4.2116  -3.2682  -3.1478  0.11
H  3.1674  -4.8777  -4.4152  0.11
Cl  -5.0501  2.6264  -4.9860  0.59
C  -4.5215  1.5334  -3.7395  -0.74
C  -4.8819  0.2062  -3.7850  -0.74
Cl  -5.8772  -0.4045  -5.0758  0.58
C  -4.4216  -0.6537  -2.7716  -0.59
Cl  -4.9341  -2.3291  -2.7832  0.66
C  -3.5977  -0.2488  -1.7183  -0.43
O  -3.1664  -1.0695  -0.8051  -0.22
C  -3.2418  1.1730  -1.6430  -0.49
O  -2.5406  1.6297  -0.6807  -0.35
C  -3.7241  1.9955  -2.6837  -0.61
Cl  -3.2905  3.6808  -2.5991  0.63
C  -1.3365  0.4172  3.8754  -0.19
Si  -2.2804  1.1475  2.3978  0.85
C  -4.1302  0.6616  2.6156  -0.64
C  -4.9995  1.0203  1.4083  -0.09
C  -4.7178  1.3091  3.8761  -0.11
C  -4.1725  -0.8661  2.7713  -0.11
C  -1.9107  3.0414  2.3990  -0.65
C  -2.9547  3.8580  1.6346  -0.10
C  -0.5475  3.2508  1.7230  -0.11
C  -1.8180  3.5657  3.8380  -0.11
H  -1.7791  0.7185  4.8314  0.03
H  -0.2907  0.7348  3.8695  0.02
H  -1.3250  -0.6732  3.8336  0.01
H  -5.0010  2.0886  1.1901  0.07
H  -6.0353  0.7122  1.6071  0.08
H  -4.6527  0.4989  0.5171  0.06
H  -4.7836  2.3957  3.7787  0.06
H  -4.1309  1.0829  4.7700  0.07
H  -5.7360  0.9317  4.0433  0.07
H  -3.7826  -1.3490  1.8718  0.06
H  -5.2128  -1.1923  2.9024  0.08
H  -3.6021  -1.2152  3.6356  0.07
H  -3.0770  3.4865  0.6165  0.05
H  -2.6312  4.9072  1.5856  0.08
H  -3.9256  3.8417  2.1380  0.06
H  -0.5981  3.0020  0.6616  0.05
H  0.2403  2.6503  2.1896  0.07
H  -0.2529  4.3057  1.8045  0.08
H  -2.7529  3.4260  4.3867  0.06
H  -1.5991  4.6421  3.8227  0.08
H  -1.0224  3.0741  4.4014  0.07

* total charge: -2
* highest occupied orbital energy (alpha / beta): -0.83 / -1.55 eV
* ΔE to the lowest compared entry with this formula, charge and spin: 49.3 kcal per mole

***

F_max (Eh/bohr)
0.1742 0.0127
E_tot (Ha)
-4768.50254 -4185.92902